No. 1
ORCA calculation (ωB97M-V/def2-TZVPD) on the molecule C10H15N5S at a distorted geometry.

The value obtained for the energy relative to the best compared isomer or geometry (same formula, charge and spin) is 0.0 kcal/mol. As for the orbital gap: 9.16 eV. The calculation puts the calculated total energy at -28898.7151 eV. Its SMILES is CCc1nnc(NCn2nc(C)cc2C)s1.

Geometry as XYZ:
```
31
C10H15N5S | OMol25 | ωB97M-V/def2-TZVPD
C -4.789 -1.128 -1.226
H -4.363 -0.683 -2.123
H -5.809 -1.438 -1.443
H -4.207 -2.009 -0.964
C -4.779 -0.123 -0.074
C -3.402 0.317 0.247
N -2.784 0.080 1.337
N -1.547 0.562 1.408
C -1.179 1.194 0.343
N 0.003 1.823 0.186
H 0.237 2.160 -0.735
C 1.109 1.577 1.083
N 2.068 0.659 0.540
C 2.032 -0.699 0.485
C 3.178 -1.084 -0.172
C 3.853 0.111 -0.490
N 3.165 1.150 -0.057
C 5.150 0.267 -1.200
H 5.389 1.322 -1.293
H 5.094 -0.179 -2.193
H 5.944 -0.234 -0.649
H 3.493 -2.083 -0.393
C 0.921 -1.514 1.036
H 0.555 -1.107 1.976
H 1.260 -2.534 1.193
H 0.081 -1.538 0.341
H 1.643 2.518 1.251
H 0.688 1.196 2.017
S -2.422 1.242 -0.912
H -5.201 -0.573 0.825
H -5.380 0.748 -0.346
```

Results of the Löwdin charge analysis, in e, for atoms 1 through 6:
1 C -0.11
2 H 0.06
3 H 0.07
4 H 0.08
5 C -0.25
6 C -0.61

=====

No. 2
ORCA calculation (ωB97M-V/def2-TZVPD) on a cluster of 2 separate species, CH5NS in total at a distorted geometry.

The value obtained for the energy relative to the best compared isomer or geometry (same formula, charge and spin) is 13.8 kcal/mol. As for the orbital gap: 10.57 eV. The calculation puts the calculated total energy at -13442.0937 eV. Its SMILES is C=N.S.

Geometry as XYZ:
```
8
CH5NS | OMol25 | ωB97M-V/def2-TZVPD
S 0.380 -1.929 1.700
H -0.034 -2.979 2.393
C -0.070 1.607 -1.359
N -0.624 0.518 -1.674
H -0.480 2.138 -0.486
H 0.629 2.038 -2.076
H 1.452 -1.486 2.496
H -1.253 0.093 -0.992
```

Results of the Löwdin charge analysis, in e, for atoms 1 through 6:
1 S 0.43
2 H -0.25
3 C -0.15
4 N 0.00
5 H 0.06
6 H 0.06

=====

No. 3
ORCA calculation (ωB97M-V/def2-TZVPD) on the molecule C6H16O8SSi at a distorted geometry.

The value obtained for the energy relative to the best compared isomer or geometry (same formula, charge and spin) is 36.2 kcal/mol. As for the orbital gap: 8.74 eV. The calculation puts the calculated total energy at -41575.8422 eV. Its SMILES is O=S(=O)(O)C[C@@H](O)COCCC[Si](O)(O)O.

Geometry as XYZ:
```
32
C6H16O8SSi | OMol25 | ωB97M-V/def2-TZVPD
O 1.149 0.307 -2.430
O -0.789 1.544 -1.386
O -2.157 -1.200 1.107
O 0.300 -1.590 -0.410
O 2.763 1.243 -0.101
O 1.958 -0.846 1.741
O 2.948 1.455 2.532
O -0.750 1.219 -3.924
C -0.896 -1.048 1.846
C -2.085 -0.825 -0.207
C -0.517 0.424 2.211
C -1.002 -1.617 -0.987
C 0.319 1.310 1.309
C -0.927 -0.988 -2.429
Si 2.085 0.798 1.330
S -0.289 0.722 -2.490
H 0.727 -0.866 -0.926
H 2.372 0.868 -0.913
H 2.794 -1.272 2.061
H 3.398 2.307 2.353
H -0.940 2.187 -3.879
H -0.078 -1.548 1.331
H -1.034 -1.609 2.767
H -1.811 0.229 -0.237
H -3.113 -0.905 -0.690
H -1.439 0.972 2.514
H 0.054 0.585 3.194
H -1.247 -2.717 -1.018
H 0.020 1.089 0.280
H 0.285 2.400 1.391
H -1.876 -1.067 -2.868
H -0.222 -1.560 -3.072
```

Results of the Löwdin charge analysis, in e, for atoms 1 through 6:
1 O -0.32
2 O -0.30
3 O -0.12
4 O -0.07
5 O -0.10
6 O -0.12